No. 1
47
Properties=species:S:1:pos:R:3:lowdin_charge:R:1 method="wB97M-V/def2-TZVPD" lumo_energy_ev=0.84 relative_energy_kcal_mol=75.26 e_tot_ev=-96089.0495 largest_force_ev_per_a=11.7 total_charge=-1
C 1.50325 -5.01641 1.52867 -0.01
C 1.47512 -3.75554 2.09494 -0.18
C 0.81091 -2.50010 1.47802 -0.14
C -0.47218 -2.06677 1.99100 -0.48
Cl -1.22515 -3.00255 3.31367 0.64
C -1.16707 -0.83700 1.45093 -0.17
C -2.52391 -0.34334 2.00125 -0.61
Cl -2.47171 1.24112 2.88642 0.67
C -3.69669 -1.01683 1.86048 -0.66
C -4.99032 -0.36680 2.50657 -0.11
Cl -3.71526 -2.58432 1.00740 0.64
C -0.47588 -0.10285 0.38681 -0.01
C -1.19927 1.17733 -0.18852 -0.17
O -2.43241 0.73132 -0.75361 -0.07
C -2.89362 1.61589 -1.77273 -0.44
C -3.61033 2.99858 -1.39739 -0.48
O -2.77357 1.28736 -2.94233 0.05
C 0.86945 -0.53466 -0.14050 -0.11
N 1.45238 0.25446 -1.11740 0.15
C 2.66525 -0.19600 -1.53756 -0.24
C 3.37193 0.68562 -2.64040 -0.15
C 3.23227 2.22251 -2.20759 -0.26
C 4.06123 2.58306 -0.91795 -0.54
Cl 3.07718 2.42243 0.63075 0.49
C 3.26332 -1.45681 -0.99745 -0.52
S 4.89228 -1.98236 -1.70629 0.71
N 2.74930 -2.27760 -0.03863 0.12
C 1.53521 -1.74717 0.37375 -0.13
H 1.92003 -5.24179 0.50393 0.07
H 1.14903 -5.92177 2.10278 0.06
H 2.01948 -3.61840 3.07413 0.11
H -5.16300 0.64644 2.05911 0.08
H -4.78088 -0.33632 3.61239 0.08
H -5.89154 -0.99544 2.25855 0.08
H -0.51861 1.69957 -0.91886 0.12
H -1.34534 1.90652 0.66559 0.09
H -4.31815 2.87107 -0.42362 -0.35
H -4.26948 3.23272 -2.27028 -0.02
H -2.84768 3.81036 -1.25378 0.07
H 4.47046 0.49577 -2.71342 0.07
H 2.85448 0.58110 -3.62969 0.12
H 2.15178 2.49704 -2.05890 0.10
H 3.62274 2.88932 -3.03696 0.11
H 4.97571 1.94157 -0.78232 0.07
H 4.42015 3.65367 -0.94700 0.07
H 5.86698 -1.41206 -0.90368 -0.13
I -5.62785 3.86807 -0.49026 0.21

---

No. 2
55
Properties=species:S:1:pos:R:3:mulliken_spin:R:1 method="wB97M-V/def2-TZVPD" lumo_energy_ev="-0.47 / -2.22" relative_energy_kcal_mol=1.72 s2=6.03 e_tot_ev=-63977.2461 multiplicity=5 largest_force_ev_per_a=0.7
Ir -0.24169 -0.22684 -0.12155 1.86
N 0.13861 0.16231 4.13609 0.02
C -0.70255 0.11045 3.11653 -0.03
N 0.01727 0.06423 2.01053 0.18
C 1.32957 0.06726 2.42209 0.01
N 1.44581 0.14446 3.73637 0.12
C 2.33130 -0.02187 1.41121 0.19
C 3.69601 -0.14330 1.67042 -0.01
N 4.62012 -0.27636 0.74287 0.24
C 4.13333 -0.29889 -0.55061 0.13
C 2.81798 -0.18894 -0.85988 0.01
N 1.85692 -0.02342 0.09483 0.34
H -0.07863 0.20687 5.11663 0.00
H -1.77974 0.08704 3.17153 0.00
H 4.01792 -0.13548 2.70905 -0.01
H 4.86342 -0.40578 -1.34201 0.01
H 2.49859 -0.21967 -1.89006 0.03
N -0.21860 7.31146 -1.13686 0.00
C -0.01036 6.60938 0.00379 0.00
O 0.18292 7.14453 1.07489 0.00
C -0.00012 5.10025 -0.11064 0.00
C -0.29435 4.39166 -1.26380 0.00
C -0.25653 3.00818 -1.23251 0.00
N 0.05894 2.31818 -0.13871 0.14
C 0.33616 3.00270 0.97386 0.00
C 0.32114 4.38351 1.02864 0.01
H -0.23909 8.31411 -1.06951 0.00
H -0.38600 6.88272 -2.02596 0.00
H -0.57348 4.87186 -2.19233 0.00
H -0.50497 2.43588 -2.11642 0.00
H 0.59383 2.42725 1.85122 0.01
H 0.55078 4.91407 1.94221 0.00
C 0.01233 -0.04540 -2.16172 0.05
H 0.16268 -1.04305 -2.57520 0.00
H 0.85083 0.59960 -2.41087 0.00
H -0.92080 0.36403 -2.54700 0.00
O -1.82738 -1.75605 -1.00706 0.24
S -2.75744 -0.93840 -0.14413 -0.01
O -4.13817 -1.06102 -0.46452 0.02
O -2.21060 0.48221 -0.40594 0.12
O -2.37620 -1.22550 1.25594 0.11
F 0.75848 -7.34115 0.93619 0.00
C 0.09877 -6.71933 -0.05063 0.00
F -1.18807 -7.06764 0.05277 0.00
F 0.55905 -7.19908 -1.20972 0.00
C 0.26699 -5.22391 0.05286 0.00
C -0.24680 -4.56533 1.15537 0.00
C -0.09307 -3.19496 1.23075 0.02
N 0.54009 -2.49539 0.28547 0.14
C 1.04183 -3.14108 -0.76588 0.03
C 0.93408 -4.50942 -0.92365 0.00
H -0.77706 -5.09942 1.93256 0.00
H -0.50761 -2.63687 2.05827 0.01
H 1.55918 -2.53476 -1.50003 0.01
H 1.35097 -4.99738 -1.79211 0.00

---

What did the first record say?
47
Properties=species:S:1:pos:R:3:lowdin_charge:R:1 method="wB97M-V/def2-TZVPD" lumo_energy_ev=0.84 relative_energy_kcal_mol=75.26 e_tot_ev=-96089.0495 largest_force_ev_per_a=11.7 total_charge=-1
C 1.50325 -5.01641 1.52867 -0.01
C 1.47512 -3.75554 2.09494 -0.18
C 0.81091 -2.50010 1.47802 -0.14
C -0.47218 -2.06677 1.99100 -0.48
Cl -1.22515 -3.00255 3.31367 0.64
C -1.16707 -0.83700 1.45093 -0.17
C -2.52391 -0.34334 2.00125 -0.61
Cl -2.47171 1.24112 2.88642 0.67
C -3.69669 -1.01683 1.86048 -0.66
C -4.99032 -0.36680 2.50657 -0.11
Cl -3.71526 -2.58432 1.00740 0.64
C -0.47588 -0.10285 0.38681 -0.01
C -1.19927 1.17733 -0.18852 -0.17
O -2.43241 0.73132 -0.75361 -0.07
C -2.89362 1.61589 -1.77273 -0.44
C -3.61033 2.99858 -1.39739 -0.48
O -2.77357 1.28736 -2.94233 0.05
C 0.86945 -0.53466 -0.14050 -0.11
N 1.45238 0.25446 -1.11740 0.15
C 2.66525 -0.19600 -1.53756 -0.24
C 3.37193 0.68562 -2.64040 -0.15
C 3.23227 2.22251 -2.20759 -0.26
C 4.06123 2.58306 -0.91795 -0.54
Cl 3.07718 2.42243 0.63075 0.49
C 3.26332 -1.45681 -0.99745 -0.52
S 4.89228 -1.98236 -1.70629 0.71
N 2.74930 -2.27760 -0.03863 0.12
C 1.53521 -1.74717 0.37375 -0.13
H 1.92003 -5.24179 0.50393 0.07
H 1.14903 -5.92177 2.10278 0.06
H 2.01948 -3.61840 3.07413 0.11
H -5.16300 0.64644 2.05911 0.08
H -4.78088 -0.33632 3.61239 0.08
H -5.89154 -0.99544 2.25855 0.08
H -0.51861 1.69957 -0.91886 0.12
H -1.34534 1.90652 0.66559 0.09
H -4.31815 2.87107 -0.42362 -0.35
H -4.26948 3.23272 -2.27028 -0.02
H -2.84768 3.81036 -1.25378 0.07
H 4.47046 0.49577 -2.71342 0.07
H 2.85448 0.58110 -3.62969 0.12
H 2.15178 2.49704 -2.05890 0.10
H 3.62274 2.88932 -3.03696 0.11
H 4.97571 1.94157 -0.78232 0.07
H 4.42015 3.65367 -0.94700 0.07
H 5.86698 -1.41206 -0.90368 -0.13
I -5.62785 3.86807 -0.49026 0.21